[1]
3 unconnected molecules or ions with the total composition C24H50Cl2N6O5P2 in a non-equilibrium geometry. Source: the OMol25 dataset; level of theory: ωB97M-V/def2-TZVPD.

```
89
Properties=species:S:1:pos:R:3:forces:R:3
C 3.2939 0.3571 0.1828 0.1033 0.3668 0.4981
C 3.1927 1.7926 -0.3356 0.3669 -0.2724 -0.4402
C 2.4931 1.9368 -1.6996 -0.0689 0.4782 0.1040
C 1.0139 2.3653 -1.6759 -0.0882 -0.3955 0.1117
C 0.2299 1.8317 -0.4606 0.2881 0.7267 0.3596
C -1.2413 2.0471 -0.4881 0.0152 -0.5207 -0.3918
C -2.2279 1.1493 -0.3519 -0.3912 0.5013 0.0979
C -2.2316 -0.3193 -0.3060 0.2932 -0.1070 -0.4056
Cl -2.9142 -1.0964 1.0738 0.0164 0.1344 0.0719
C -1.7732 -1.0244 -1.3507 -0.1423 -0.0302 0.0681
C -1.1961 -0.4349 -2.6079 0.2275 -0.1461 0.0924
Cl -1.8609 -2.7503 -1.3413 0.0451 0.0516 0.0656
C -3.4323 1.9777 -0.0113 0.5674 0.0130 2.2456
O -4.2057 1.7048 0.8543 -0.7425 -0.0213 -0.8275
O -3.2440 3.2895 -0.4059 0.5045 -0.2748 -0.2958
C -1.9166 3.3508 -0.8120 -0.1746 -0.3199 -1.5406
O -1.5310 4.1775 -1.5807 0.1356 0.3091 0.9144
H 2.3392 -0.0292 0.5421 0.0036 -0.1496 -0.1748
H 3.7246 -0.3082 -0.5655 -0.1947 -0.0270 -0.0989
H 3.9826 0.3336 1.0305 -0.0582 -0.0955 0.0452
H 2.7561 2.4608 0.4097 -0.0338 -0.0472 0.0126
H 4.2210 2.1367 -0.4744 -0.0256 0.0963 0.0665
H 3.0168 2.7283 -2.2410 0.0030 -0.1289 -0.1765
H 2.6275 1.0250 -2.2868 -0.0455 -0.0767 0.1161
H 0.5215 2.0374 -2.5934 0.0499 0.1291 -0.0693
H 0.9505 3.4520 -1.6553 -0.0609 -0.0115 -0.0474
H 0.4678 0.8046 -0.1854 -0.1920 -0.1408 -0.3360
H 0.5793 2.4251 0.3945 -0.0127 -0.1092 0.0616
H -1.8804 0.2754 -3.0711 0.0473 0.0704 0.0437
H -0.9633 -1.2210 -3.3207 -0.1996 -0.0464 -0.0178
H -0.2464 0.0507 -2.3902 -0.0443 0.1638 -0.0112
C -7.6278 -0.3152 0.8968 -0.1015 0.2304 0.1475
N -7.4406 -0.4282 -0.5421 0.0294 0.3740 -0.1298
C -6.5717 0.6408 -1.0273 0.2507 0.0075 -0.5822
P -8.6351 -0.9300 -1.6269 0.6739 -2.7642 2.7065
O -7.9605 -1.1614 -2.9175 -0.9211 1.6370 -0.9522
N -9.2243 -2.4716 -1.1960 0.4420 -0.1160 -0.0811
C -9.1630 -2.9891 0.1578 -0.3827 0.0858 0.1430
C -8.9591 -3.5378 -2.1583 0.0338 -0.0624 -0.1224
N -9.9878 -0.0767 -1.0513 -0.2577 0.6730 -1.8856
C -11.3040 -0.6017 -1.4684 -0.1368 -0.1368 0.1891
C -9.9410 1.3470 -1.4597 0.2536 0.1412 0.4179
H -8.2789 0.5200 1.1877 -0.0063 0.0053 -0.0520
H -6.6509 -0.1487 1.3549 0.0179 0.0472 -0.0721
H -8.0211 -1.2214 1.3348 -0.0817 -0.0155 -0.0405
H -7.0393 1.6335 -0.9851 0.0074 -0.0114 0.0895
H -6.2778 0.4572 -2.0607 -0.1539 -0.0746 -0.0221
H -5.6642 0.7001 -0.4379 -0.1100 -0.2562 0.1743
H -8.1386 -3.2123 0.4808 -0.0098 -0.0063 0.0238
H -9.7400 -3.9154 0.2149 0.0360 -0.0170 -0.0747
H -9.6269 -2.3022 0.8653 0.0508 0.0662 -0.0215
H -7.9282 -3.9081 -2.1072 -0.0060 -0.0080 -0.0076
H -9.1486 -3.2041 -3.1735 0.0716 0.0614 0.0124
H -9.6357 -4.3708 -1.9512 0.0099 0.0188 0.0822
H -11.4124 -0.6622 -2.5562 -0.0176 0.0451 -0.0046
H -12.0735 0.0672 -1.0806 0.0477 0.0721 -0.0383
H -11.4834 -1.5852 -1.0482 0.1304 -0.0408 -0.0272
H -9.8982 1.4707 -2.5466 -0.0598 -0.0034 -0.0026
H -9.0768 1.8416 -1.0197 0.0351 -0.0447 -0.0265
H -10.8267 1.8607 -1.0886 -0.0188 -0.0475 0.0248
C 9.3220 0.7698 3.8041 0.2611 -0.1299 0.1156
N 8.2057 -0.0402 3.3430 0.0528 -0.3846 0.1602
C 7.6920 -0.8807 4.4241 -0.4408 -0.0069 0.0225
P 8.1016 -0.7218 1.7964 0.3479 3.9050 -0.2032
O 6.7199 -1.2169 1.6544 0.5550 -2.0143 0.0102
N 8.2221 0.4892 0.6015 -0.3632 0.1051 0.1936
C 8.8864 1.7594 0.8248 0.3725 -0.0654 -0.1710
C 7.0263 0.6760 -0.2130 -0.1788 -0.0121 -0.0828
N 9.6793 -1.3130 1.5873 -0.8315 -1.7870 -0.4651
C 10.0888 -1.5717 0.1909 0.1675 0.1872 -0.1123
C 9.8887 -2.5736 2.3389 0.1562 0.2410 0.4163
H 10.2438 0.1945 3.9635 -0.0267 -0.0361 -0.0172
H 9.0453 1.2230 4.7581 -0.0438 -0.0634 0.0091
H 9.5442 1.5870 3.1333 0.0221 -0.0380 -0.0787
H 8.3861 -1.6757 4.7228 0.0388 0.0675 0.0546
H 6.7533 -1.3432 4.1260 0.0351 -0.0094 -0.0707
H 7.4975 -0.2666 5.3050 0.0086 0.0615 -0.0436
H 8.3424 2.4052 1.5254 0.0189 0.0179 -0.0031
H 8.9694 2.2933 -0.1249 -0.0792 -0.0266 -0.0127
H 9.9071 1.6154 1.1781 -0.0232 -0.0467 0.0644
H 6.2493 1.2434 0.3134 -0.0185 0.0048 -0.0405
H 6.6037 -0.2771 -0.5158 -0.0209 -0.0228 0.1193
H 7.2921 1.2155 -1.1259 0.1019 0.0757 0.0801
H 9.4223 -2.2704 -0.3248 0.0245 -0.0404 0.0151
H 11.0924 -1.9980 0.2065 -0.0311 -0.0626 0.0639
H 10.1334 -0.6510 -0.3802 -0.1175 0.0469 0.0570
H 9.1891 -3.3608 2.0411 0.0364 -0.0155 -0.0450
H 9.7835 -2.4020 3.4088 -0.0551 0.0239 -0.0127
H 10.9032 -2.9318 2.1711 0.0120 0.0450 -0.0325
```
Forces are in eV/Å.

HOMO-LUMO gap: 7.78 eV
Electronic energy: -88500.4798 eV
SMILES string: CCCCCC1=C(/C(Cl)=C(\C)Cl)C(=O)OC1=O.CN(C)P(=O)(N(C)C)N(C)C.CN(C)P(=O)(N(C)C)N(C)C
F_max: 3.93 eV Å⁻¹
ΔE to the lowest compared entry with this formula, charge and spin: 0.00 kcal/mol
LUMO: -0.724 eV
Charge: 0


[2]
A molecular structure, C19H21IrN5O2 in a non-equilibrium geometry. Source: the OMol25 dataset; level of theory: ωB97M-V/def2-TZVPD.

```
48
Properties=species:S:1:pos:R:3:forces:R:3
N 0.4672 -0.1648 -2.2953 -0.6920 -1.1790 -1.0541
C 0.0552 -0.7365 -3.2263 1.2982 1.3750 0.9363
C -0.2186 -1.3137 -4.5173 -0.3155 -0.3271 -0.3351
H 0.1659 -0.6120 -5.2700 -0.1356 -0.1816 0.0483
H -1.2951 -1.4870 -4.6864 0.4576 -0.0178 0.0340
H 0.3462 -2.2543 -4.5715 -0.2953 0.0715 -0.2316
N -2.0206 -2.1042 2.0024 -3.0503 0.1198 0.4787
C -3.0720 -2.3255 2.4779 3.6572 -1.0400 0.1853
C -3.9328 -3.0347 3.3775 -1.4765 0.3428 0.1902
H -4.8310 -3.3450 2.8266 0.0155 -0.0536 0.4426
H -4.1926 -2.3837 4.2310 -0.0781 -0.3238 -0.3239
H -3.3798 -3.9100 3.7348 -0.0183 0.0709 -0.1115
N 0.8044 1.9979 0.6031 -0.2598 0.7379 0.5076
C 0.7627 3.0481 1.0936 0.5861 -0.4394 -0.6489
C 0.9422 4.3863 1.6049 0.0146 0.2779 0.1211
H 1.3867 4.2787 2.6067 -0.1560 0.3994 -0.2224
H 0.0027 4.9665 1.6490 0.4092 -0.2785 0.0337
H 1.6505 4.8689 0.9082 -0.2551 0.0746 0.4149
Ir -1.1694 -0.5828 0.5442 0.4644 -1.6903 -0.0431
C 0.0547 -0.6044 1.9751 3.6929 1.5272 7.2156
O 0.6773 -0.6106 2.9690 -2.2386 -0.4713 -4.1249
C -0.3008 -2.1915 -0.0225 2.0006 -5.5291 -2.9109
O 0.1178 -3.2518 -0.2589 -1.5485 3.6706 1.2561
C -2.4354 -0.2278 -1.1998 -0.9953 0.6243 -0.6594
C -1.7070 0.9763 -1.4046 -1.0137 -1.3609 -3.5679
C -1.5274 1.8818 -0.4058 -0.2819 2.4444 2.7696
C -2.0276 1.6155 0.8849 -0.6665 2.4600 -0.8819
C -3.0379 0.6300 1.0072 0.5277 0.1281 1.0841
C -3.2626 -0.2864 -0.0421 -0.7160 -0.7711 -1.0658
H -2.4871 -0.9897 -1.9819 -0.2871 0.3368 0.3011
H -1.3045 1.2691 -2.3679 -0.3173 -0.4022 0.1041
H -0.9864 2.7834 -0.6905 -0.3498 -0.1874 0.4603
H -1.7626 2.2747 1.7130 -0.3864 -0.3077 -0.1796
H -3.5682 0.5317 1.9590 0.1139 0.0205 -0.3823
H -3.9710 -1.1135 0.0697 0.1544 0.4229 -0.0812
N 2.8513 0.9275 1.4845 0.6555 -1.9443 -0.5594
C 3.1271 0.2217 0.3768 -0.8342 2.2471 1.7230
C 4.3623 0.5166 -0.2874 -0.0596 -0.5993 0.1274
C 4.6263 -0.1741 -1.4751 -0.1071 -0.6299 -0.5619
C 3.6734 -1.0953 -1.9396 1.1573 0.0711 0.6207
C 2.4852 -1.2495 -1.2095 -0.8208 -1.1389 -1.5276
N 2.2266 -0.6958 -0.0385 1.5398 0.4264 0.0642
H 1.9562 0.8411 1.9273 -0.3987 -0.0715 0.1783
H 3.6023 1.1730 2.0934 0.8948 0.9584 0.3933
H 5.0530 1.1996 0.2231 -0.0356 -0.3348 -0.3462
H 5.5604 -0.0144 -2.0122 -0.1724 0.1642 -0.1196
H 3.8084 -1.7310 -2.8131 0.1329 0.2779 0.0540
H 1.7241 -1.8988 -1.6267 0.1891 0.0300 0.1948
```
Forces are in eV/Å.

HOMO-LUMO gap (spin up / spin down): 5.04 / 4.62 eV
Electronic energy: -34374.7472 eV
2S+1: 6
F_max: 8.25 eV Å⁻¹
ΔE to the lowest compared entry with this formula, charge and spin: 83.80 kcal/mol
⟨S²⟩: 8.82
LUMO (spin up / spin down): -13.414 / -18.292 eV
Charge: +4


[3]
A gas-phase ion, C9H9Cl2N2 (charge +1) in a non-equilibrium geometry. Source: the OMol25 dataset; level of theory: ωB97M-V/def2-TZVPD.

```
22
Properties=species:S:1:pos:R:3:forces:R:3
C 1.8198 2.0982 0.0078 1.5622 0.3413 -0.4558
C 2.7983 1.4015 -0.2156 -1.0819 1.8714 1.0539
C 0.5180 1.8874 0.4374 -1.9501 -1.6536 -0.3280
C 0.1362 0.5608 0.3936 3.9390 -1.7716 -0.7139
C -1.0280 -0.2499 0.2173 -0.0191 2.9860 0.8781
C 2.3948 -0.7026 -1.3236 -0.0531 0.6596 0.5191
C 3.2344 0.0805 -0.2739 1.2342 -1.6143 0.5205
C 1.9335 -0.7284 0.0999 -1.9948 3.2971 -0.9659
C -3.3761 0.0712 0.0332 -3.7715 -0.9963 0.2620
N -1.1628 -1.4338 0.8194 -0.1377 1.2840 -0.9728
N -2.0685 0.3903 -0.3332 0.3117 -2.0331 0.4010
Cl -0.6428 3.1096 0.8523 0.4860 -0.1212 -0.0468
Cl 1.9893 -1.9353 1.2623 0.1303 -1.0361 0.1870
H 1.9209 -0.0909 -2.1375 0.2330 -0.7343 1.2052
H 2.8705 -1.5799 -1.6499 0.4698 -1.1327 -0.5723
H 4.2852 -0.2708 0.1303 -2.3927 0.6331 -1.0474
H -3.7130 -0.8902 -0.4713 -0.3314 1.4859 0.1805
H -4.1231 1.0186 -0.0581 1.8120 -2.5813 -0.1402
H -3.3206 -0.1998 1.0675 -0.5564 -0.0428 0.9527
H -0.4054 -1.7077 1.4088 0.2535 -0.5548 0.1712
H -1.8704 -2.0658 0.5122 -0.2894 -0.4876 0.1457
H -2.1904 1.2370 -0.7790 2.1466 2.2015 -1.2339
```
Forces are in eV/Å.

HOMO-LUMO gap (spin up / spin down): 7.73 / 7.73 eV
Electronic energy: -37489.7728 eV
F_max: 4.38 eV Å⁻¹
LUMO (spin up / spin down): -4.858 / -4.858 eV
Charge: +1


[4]
3 unconnected molecules or ions with the total composition CH8NO3 in a non-equilibrium geometry. Source: the OMol25 dataset; level of theory: ωB97M-V/def2-TZVPD.

```
13
Properties=species:S:1:pos:R:3:forces:R:3
N -0.3719 -1.6286 -0.8722 0.9849 0.3141 0.7071
C -0.6272 -0.2452 -1.2004 -1.2339 -0.6338 -0.1332
O -0.5134 0.6326 -0.2087 0.2270 0.4320 -0.5659
H -1.1464 -2.2704 -0.8305 -0.4329 0.2395 -0.3122
H 0.0314 -1.6277 0.0655 0.1718 -0.2870 -0.2160
H -1.7136 -0.1854 -1.4837 0.1087 0.2390 -0.1472
H -0.1179 0.0977 -2.1160 0.2154 -0.0540 0.0734
H -0.5980 -0.0332 1.2665 -0.1055 -0.6096 0.7970
H -0.2933 0.1242 2.7395 -0.0380 -0.2530 0.2550
O -0.5825 -0.5507 2.1156 0.1236 0.6224 -0.4200
H 1.2038 1.8807 0.0208 0.0252 0.0022 -0.0746
H 2.5864 1.7893 0.6631 0.0170 0.0020 -0.0303
O 2.1425 2.0167 -0.1595 -0.0634 -0.0136 0.0668
```
Forces are in eV/Å.

HOMO-LUMO gap (spin up / spin down): 11.12 / 7.67 eV
Electronic energy: -8796.9918 eV
2S+1: 2
F_max: 1.39 eV Å⁻¹
ΔE to the lowest compared entry with this formula, charge and spin: 0.00 kcal/mol
⟨S²⟩: 0.76
LUMO (spin up / spin down): 0.738 / -2.673 eV
Charge: 0